Density functional theory data (ωB97M-V/def2-TZVPD) for an isolated molecule of C4H5NO2.

Values from the calculation:
**ΔE to the lowest compared entry with this formula, charge and spin**: 3.3451 eV
**Max |F|**: 0.0241 hartree/bohr
**LUMO (alpha / beta)**: -0.678 / -0.124 eV
**HOMO-LUMO gap (alpha / beta)**: 0.236 / 0.280 hartree

Each line ends with the natural charge from an NBO analysis.
Element x y z (Å)
O: 0.950 1.513 0.495  -0.46
C: 1.707 0.375 0.302  0.00
C: 1.039 -0.706 -0.226  0.47
O: 1.293 -1.830 -0.646  -0.65
N: -0.381 -0.271 -0.068  -0.34
C: -1.412 -0.992 -0.359  -0.12
C: -0.416 1.135 0.259  0.09
H: 2.712 0.356 0.709  0.21
H: -2.375 -0.795 0.103  0.19
H: -1.281 -1.787 -1.083  0.22
H: -0.828 1.626 -0.633  0.20
H: -1.008 1.377 1.148  0.20